Entry 1:
{
  "formula": "C8H6N2O",
  "method": "wB97M-V/def2-TZVPD",
  "energy_ha": -493.086772,
  "smiles": "O=c1cn[nH]c2ccccc12",
  "e_lumo_ev": -0.400,
  "gap_ev": 8.305,
  "elements": ["O", "C", "C", "N", "N", "C", "C", "C", "C", "C", "C", "H", "H", "H", "H", "H", "H"],
  "positions_angstrom": [[-0.34, -2.33, 1.91], [0.46, -1.57, 1.17], [1.87, -1.86, 0.57], [2.48, -0.95, -0.16], [1.82, -0.08, -0.87], [0.58, 0.28, -0.60], [-0.15, 1.48, -1.22], [-1.48, 1.65, -0.91], [-2.02, 0.88, 0.04], [-1.34, 0.06, 0.88], [-0.04, -0.39, 0.51], [2.37, -2.81, 1.08], [2.39, 0.66, -1.21], [0.30, 2.01, -2.17], [-2.15, 2.49, -1.15], [-3.03, 1.06, 0.30], [-1.72, -0.58, 1.84]]
}

---

Entry 2:
{
  "formula": "C8H6N2O",
  "method": "wB97M-V/def2-TZVPD",
  "energy_ha": -492.783370,
  "e_lumo_ev": [-1.730, -2.735],
  "gap_ev": [7.116, 5.905],
  "elements": ["C", "C", "C", "C", "C", "C", "C", "C", "N", "N", "O", "H", "H", "H", "H", "H", "H"],
  "positions_angstrom": [[3.36, 0.70, -0.16], [4.32, 0.41, -0.77], [-2.50, -0.06, -0.34], [-1.47, -0.94, -0.27], [-2.09, 1.26, -0.27], [-0.12, -0.61, -0.02], [0.11, 0.79, 0.27], [0.91, -1.49, -0.02], [-0.92, 1.68, 0.06], [1.20, 1.24, 0.94], [0.64, -2.79, 0.30], [-3.51, -0.25, -0.39], [-1.80, -2.06, -0.36], [-2.89, 2.14, -0.47], [2.10, 0.99, 0.45], [1.29, 2.24, 1.16], [1.36, -3.26, -0.11]]
}

---

Entry 3:
{
  "formula": "C8H6N2O2",
  "method": "wB97M-V/def2-TZVPD",
  "energy_ha": -568.269185,
  "e_lumo_ev": [-0.811, -0.758],
  "gap_ev": [6.198, 6.291],
  "elements": ["C", "C", "C", "C", "C", "C", "C", "C", "N", "N", "O", "O", "H", "H", "H", "H", "H", "H"],
  "positions_angstrom": [[-0.75, -1.00, 2.46], [0.32, -0.28, 1.97], [-1.67, -1.53, 1.56], [0.44, -0.08, 0.58], [-0.56, -0.68, -0.24], [1.57, 0.51, -0.01], [-0.50, -0.45, -1.69], [0.61, 0.40, -2.03], [-1.58, -1.37, 0.26], [0.67, 1.34, -2.91], [2.02, 1.70, 0.26], [-1.15, -1.03, -2.56], [-0.87, -1.16, 3.52], [1.07, 0.11, 2.64], [-2.52, -2.11, 1.90], [1.48, 2.23, 0.88], [-0.14, 1.64, -3.45], [1.56, 1.77, -3.13]]
}

---

Entry 4:
{
  "formula": "C8H6N2O2S",
  "method": "wB97M-V/def2-TZVPD",
  "energy_ha": -966.468476,
  "e_lumo_ev": [-1.399, -1.399],
  "gap_ev": [7.168, 7.175],
  "elements": ["C", "C", "C", "C", "C", "C", "C", "C", "N", "N", "O", "O", "S", "H", "H", "H", "H", "H", "H"],
  "positions_angstrom": [[2.85, -0.24, 0.42], [2.62, 1.09, 0.13], [1.77, -1.13, 0.32], [1.34, 1.59, -0.11], [0.51, -0.70, 0.05], [0.27, 0.71, -0.11], [-0.65, -1.52, -0.07], [-1.92, 0.08, -0.55], [-0.94, -2.69, -0.01], [-1.02, 1.11, -0.49], [-3.73, 1.61, 0.38], [-4.49, -0.78, -0.04], [-3.39, 0.18, 0.35], [3.81, -0.48, 0.57], [3.33, 1.88, 0.10], [1.77, -2.25, 0.35], [1.09, 2.66, -0.35], [-1.86, -3.09, -0.06], [-1.35, 1.98, -0.86]]
}

---

Entry 5:
{
  "formula": "C8H6N3O4",
  "method": "wB97M-V/def2-TZVPD",
  "energy_ha": -773.613310,
  "smiles": "CN(c1[nH]ccc1C(=O)[O-])n1c(=O)c1=O",
  "e_lumo_ev": 2.984,
  "gap_ev": 6.937,
  "total_charge": -1,
  "elements": ["C", "N", "C", "N", "C", "C", "C", "C", "O", "O", "N", "C", "O", "C", "O", "H", "H", "H", "H", "H", "H"],
  "positions_angstrom": [[1.32, -0.97, -1.25], [0.91, 0.01, -0.30], [-0.45, 0.07, 0.09], [-0.79, 0.69, 1.31], [-2.17, 0.86, 1.17], [-2.64, 0.02, 0.20], [-1.56, -0.44, -0.53], [-1.71, -1.33, -1.70], [-2.54, -0.85, -2.49], [-1.09, -2.38, -1.81], [1.89, 0.74, 0.38], [2.09, 1.55, 1.48], [1.44, 2.18, 2.27], [3.19, 0.94, 0.92], [4.30, 0.46, 0.86], [1.64, -0.72, -2.27], [2.13, -1.56, -0.66], [0.61, -1.75, -1.43], [-0.25, 1.21, 2.04], [-2.68, 1.46, 1.80], [-3.63, -0.18, -0.10]]
}

---

Entry 6:
{
  "formula": "C8H6N3S5SeTi",
  "method": "wB97M-V/def2-TZVPD",
  "energy_ha": -5714.425945,
  "e_lumo_ev": [-4.701, -4.701],
  "gap_ev": [6.535, 6.534],
  "total_charge": 1,
  "elements": ["Ti", "S", "C", "S", "C", "C", "S", "S", "S", "C", "C", "N", "C", "C", "N", "H", "H", "H", "H", "H", "H", "Se", "C", "N"],
  "positions_angstrom": [[1.10, 1.02, -0.16], [-1.02, -0.84, 5.68], [-0.42, -0.14, 4.36], [1.24, -0.31, 3.86], [1.15, 0.75, 2.48], [-0.07, 1.30, 2.21], [-0.41, 2.37, 0.88], [-1.36, 0.86, 3.29], [2.60, 1.01, 1.54], [-1.27, 0.24, -2.45], [-0.73, -0.84, -1.58], [0.21, -0.75, -0.63], [0.40, -2.03, -0.09], [-0.43, -2.88, -0.71], [-1.12, -2.11, -1.64], [-1.62, 1.08, -1.85], [-2.13, -0.13, -3.02], [-0.52, 0.59, -3.15], [1.10, -2.21, 0.70], [-0.59, -3.93, -0.59], [-1.83, -2.45, -2.28], [2.05, 4.45, -3.06], [1.90, 3.00, -2.20], [1.76, 1.95, -1.60]]
}

---

Entry 7:
{
  "formula": "C8H6NO2S",
  "method": "wB97M-V/def2-TZVPD",
  "energy_ha": -911.874133,
  "smiles": "[O-]C1=NC(=S)[C@H]2C=CC=C[C@H]2O1",
  "e_lumo_ev": 3.451,
  "gap_ev": 7.313,
  "total_charge": -1,
  "elements": ["O", "C", "N", "C", "S", "C", "C", "C", "C", "C", "C", "O", "H", "H", "H", "H", "H", "H"],
  "positions_angstrom": [[-2.01, -1.07, 3.91], [-1.52, -1.10, 2.82], [-2.16, -1.80, 1.78], [-1.50, -2.17, 0.73], [-1.97, -3.40, -0.33], [0.03, -1.51, 0.40], [0.19, -1.18, -1.05], [-0.01, 0.07, -1.52], [-0.34, 1.21, -0.65], [-0.54, 1.02, 0.68], [0.10, -0.32, 1.24], [-0.32, -0.57, 2.62], [0.73, -2.17, 0.75], [0.58, -2.01, -1.76], [0.17, 0.22, -2.67], [-0.62, 2.10, -1.17], [-0.93, 1.47, 1.60], [1.17, -0.14, 1.44]]
}

---

Entry 8:
{
  "formula": "C8H6O3P",
  "method": "wB97M-V/def2-TZVPD",
  "energy_ha": -875.556434,
  "smiles": "C#C[P@@](=O)(O)c1ccccc1[O-]",
  "e_lumo_ev": 3.668,
  "gap_ev": 7.473,
  "total_charge": -1,
  "elements": ["C", "C", "P", "O", "O", "C", "C", "C", "C", "C", "C", "O", "H", "H", "H", "H", "H", "H"],
  "positions_angstrom": [[3.26, -1.81, 0.65], [2.22, -1.78, 1.25], [0.61, -1.66, 1.95], [0.03, -3.00, 2.07], [0.92, -0.73, 3.40], [-0.29, -0.40, 0.88], [-0.84, -0.96, -0.18], [-1.32, -0.15, -1.20], [-1.25, 1.26, -1.11], [-0.80, 1.74, 0.06], [-0.32, 1.01, 1.13], [0.14, 1.55, 2.22], [4.03, -2.16, 0.03], [0.69, 0.19, 3.04], [-0.80, -2.08, -0.08], [-1.93, -0.76, -1.90], [-1.85, 1.87, -1.81], [-0.69, 2.82, 0.37]]
}

---

Entry 9:
{
  "formula": "C8H6O3S",
  "method": "wB97M-V/def2-TZVPD",
  "energy_ha": -932.129506,
  "e_lumo_ev": [-2.666, -1.639],
  "gap_ev": [6.646, 8.013],
  "elements": ["C", "C", "C", "C", "C", "C", "C", "C", "O", "O", "O", "S", "H", "H", "H", "H", "H", "H"],
  "positions_angstrom": [[0.47, -2.92, -0.12], [0.67, -2.22, 1.02], [0.25, -2.24, -1.30], [0.65, -0.84, 0.99], [0.15, -0.90, -1.27], [0.52, -0.18, -0.24], [-2.58, 2.50, 0.11], [0.65, 1.50, -0.37], [-2.63, 1.49, -0.47], [-0.08, 2.55, 0.36], [-2.65, 3.45, 0.72], [0.24, 4.53, 0.36], [0.50, -4.02, -0.04], [0.88, -2.72, 1.91], [-0.03, -2.87, -2.11], [0.80, -0.39, 2.00], [1.77, 1.57, -0.17], [0.41, 1.71, -1.37]]
}

---

Entry 10:
{
  "formula": "C8H6O6",
  "method": "wB97M-V/def2-TZVPD",
  "energy_ha": -759.572296,
  "e_lumo_ev": [-1.780, -1.232],
  "gap_ev": [5.764, 6.538],
  "elements": ["C", "C", "C", "C", "C", "C", "C", "C", "O", "O", "O", "O", "O", "O", "H", "H", "H", "H", "H", "H"],
  "positions_angstrom": [[-0.94, -0.13, -0.14], [-1.82, -0.66, 0.78], [-1.70, 0.64, -0.97], [-3.08, -0.24, 0.51], [0.54, -0.19, -0.15], [1.32, -0.83, -0.95], [1.40, 0.69, 0.80], [2.80, -0.55, -0.62], [-3.02, 0.48, -0.63], [2.71, 0.34, 0.55], [-1.43, 1.41, -2.05], [-4.27, -0.48, 1.11], [1.13, 0.54, 2.13], [3.54, -1.70, -0.28], [1.22, 1.87, 0.57], [3.46, -0.18, -1.56], [-2.13, 1.22, -2.83], [-5.07, -0.60, 0.44], [2.02, 0.29, 2.61], [3.32, -1.93, 0.68]]
}

---

Energy relative to the best compared isomer or geometry (same formula, charge and spin) / kcal per mole: 86.06; 276.44; 133.74; 95.96; 29.76; 0.00; 37.03; 0.00; 116.16; 73.35